Entry 1:
DFT (wB97M-V/def2-TZVPD) results for a molecular structure, ClFeH6O3 at a distorted geometry.

## Properties
- Charge: +1
- Spin multiplicity: 5
- Strongest force on any atom: 0.0693 Eh/bohr
- Energy: -53138.8475 eV
- Energy relative to the best compared isomer or geometry (same formula, charge and spin): 38.2 kJ/mol
- Orbital gap (alpha / beta): 0.1937 / 0.1854 Ha
- E_LUMO (alpha / beta): -0.3285 / -0.3367 Eh

Structure (XYZ):
```
11
Properties=species:S:1:pos:R:3:forces:R:3:lowdin_charge:R:1
Fe -24.695726 7.103197 -1.174328 -0.6 -2.4 2.4 1.2087
Cl -25.163237 5.350682 0.553883 0.6 2.4 -2.6 0.1297
O -24.702752 6.620978 3.522218 0.2 0.2 -0.1 -0.0688
H -25.362488 6.437147 4.190934 -0.1 0.0 0.3 0.0406
H -25.057218 6.232796 2.722280 -0.1 -0.1 0.0 -0.1036
O -22.406374 3.411192 0.495430 0.2 0.3 -0.1 -0.0657
H -22.459075 2.694442 -0.136805 0.1 -0.3 -0.1 0.0369
H -23.304547 3.734206 0.567445 -0.2 0.0 0.1 -0.0820
O -28.185685 4.086952 1.529457 -0.1 0.1 -0.2 -0.0584
H -28.076926 3.420149 2.207534 -0.1 -0.2 0.2 0.0404
H -27.328269 4.507896 1.467115 0.1 0.1 0.0 -0.0779
```
Positions in Å, forces in eV/Å.

Entry 2:
DFT (wB97M-V/def2-TZVPD) results for 9 unconnected molecules or ions with the total composition ClH16O12 at a distorted geometry.

## Properties
- Charge: -1
- Strongest force on any atom: 0.0772 Eh/bohr
- Energy: -37347.6713 eV
- Energy relative to the best compared isomer or geometry (same formula, charge and spin): 89.2 kJ/mol
- Orbital gap: 0.4047 Ha
- E_LUMO: 0.1058 Eh

Structure (XYZ):
```
29
Properties=species:S:1:pos:R:3:forces:R:3:lowdin_charge:R:1
Cl 1.188000 -0.415690 0.444517 2.0 -1.5 -1.6 0.8158
O 2.055000 -1.693690 0.199517 -2.0 3.3 0.9 -0.3679
O -0.193000 -0.872690 0.594517 0.8 0.7 0.4 -0.3646
O 1.664000 0.312310 1.656517 -0.6 -1.1 -1.8 -0.3592
O 1.284000 0.451310 -0.749483 0.0 -1.1 2.0 -0.3389
O -0.075000 -0.513690 3.682517 0.9 0.1 0.7 -0.0570
H 0.661000 -0.512690 3.058517 0.4 0.3 0.4 -0.0177
H -0.732000 -0.832690 3.094517 -1.4 -0.4 -0.6 -0.0055
O 0.050000 -3.660690 1.347517 1.1 -1.0 0.1 -0.0521
H 0.734000 -3.107690 0.948517 0.1 0.0 0.0 -0.0118
H -0.707000 -3.111690 1.333517 -1.1 0.8 0.0 -0.0158
O -2.637000 -1.229690 -1.034483 -0.4 -0.1 -0.8 -0.0305
H -3.254000 -1.083690 -0.331483 -0.8 0.3 0.4 0.0322
H -1.868000 -1.490690 -0.549483 1.2 -0.3 0.2 -0.0152
O 0.706000 -2.443690 -2.404483 -0.7 0.1 -0.9 -0.0440
H 1.058000 -2.053690 -1.621483 1.0 0.0 1.3 -0.0458
H 0.176000 -1.700690 -2.712483 -0.2 -0.2 -0.5 0.0246
O -0.232000 2.432310 2.450517 1.5 -0.9 -0.7 -0.0615
H -0.053000 2.918310 3.243517 -0.1 0.5 0.7 0.0377
H 0.632000 1.954310 2.305517 -1.3 0.1 0.2 0.0378
O 0.962000 1.301310 -3.552483 -1.4 0.8 -1.0 -0.0566
H 0.365000 1.149310 -2.810483 0.0 0.2 0.3 -0.0345
H 1.780000 0.898310 -3.370483 1.4 -0.9 0.6 -0.0046
O -1.378000 1.409310 -1.915483 -0.2 -0.7 -1.5 -0.0840
H -1.232000 1.356310 -0.965483 -0.1 -0.6 -0.1 0.0203
H -1.608000 0.535310 -2.340483 0.2 1.3 1.6 0.0622
O -0.079000 3.583310 -0.042483 -0.7 0.1 1.5 -0.0540
H 0.204000 3.079310 0.746517 -0.6 0.5 -0.3 -0.0074
H 0.529000 3.342310 -0.705483 1.1 -0.5 -1.5 -0.0021
```
Positions in Å, forces in eV/Å.

Entry 3:
DFT (wB97M-V/def2-TZVPD) results for 9 unconnected molecules or ions with the total composition ClH16O8.

## Properties
- Charge: -1
- Strongest force on any atom: 0.0083 Eh/bohr
- Energy: -29164.0381 eV
- Energy relative to the best compared isomer or geometry (same formula, charge and spin): 257.2 kJ/mol
- Orbital gap: 0.2561 Ha
- E_LUMO: 0.1016 Eh

Structure (XYZ):
```
25
Properties=species:S:1:pos:R:3:forces:R:3:lowdin_charge:R:1
Cl 25.761430 -17.062940 -21.741250 -0.1 0.0 0.0 -0.9893
O 26.625940 -21.227980 -16.764770 0.2 -0.1 0.3 -0.0601
H 26.492570 -20.523060 -17.398440 0.0 0.3 -0.2 0.0347
H 26.022580 -21.917360 -17.042160 -0.1 -0.2 -0.1 0.0251
O 27.265700 -17.564380 -27.278050 0.2 -0.1 -0.2 -0.0595
H 26.858530 -17.385460 -26.430440 -0.1 0.1 0.4 0.0356
H 26.573340 -17.395990 -27.917200 -0.2 0.0 -0.1 0.0217
O 22.351410 -13.836520 -24.712580 -0.2 0.0 -0.2 -0.0607
H 22.450630 -12.892970 -24.585730 0.0 0.2 0.0 0.0215
H 22.982720 -14.227570 -24.108630 0.2 -0.3 0.2 0.0350
O 25.167050 -22.191540 -24.545430 -0.1 -0.3 0.1 -0.0587
H 25.341230 -22.256660 -25.484390 0.1 0.0 -0.2 0.0219
H 25.110650 -21.251060 -24.376470 0.0 0.3 0.2 0.0353
O 29.805090 -15.248280 -17.866050 0.2 0.2 0.0 -0.0582
H 29.696080 -15.290640 -16.916020 0.0 0.0 0.2 0.0215
H 29.032070 -15.691010 -18.216290 -0.2 -0.1 -0.3 0.0353
O 19.603920 -17.192510 -20.395730 -0.3 -0.2 0.0 -0.0584
H 19.350140 -16.552980 -19.730270 -0.1 0.1 0.2 0.0225
H 20.483880 -16.925740 -20.661720 0.3 0.0 -0.1 0.0353
O 25.107230 -12.016460 -17.615550 -0.2 0.2 0.2 -0.0599
H 26.007240 -11.690540 -17.613660 0.2 0.1 0.0 0.0251
H 25.097130 -12.689420 -18.296170 0.0 -0.3 -0.2 0.0344
O 31.669430 -20.329290 -22.143370 0.3 0.1 0.0 -0.0566
H 30.761890 -20.218080 -21.860110 -0.3 0.1 0.1 0.0345
H 31.786990 -21.277210 -22.205520 0.0 -0.2 0.0 0.0220
```
Positions in Å, forces in eV/Å.